<w>
{
  "formula": "C5H9IO",
  "method": "ωB97M-V/def2-TZVPD",
  "lumo_ev": 0.34,
  "orbital_gap_ha": 0.3317,
  "e_homo_ev": -8.7,
  "smiles": "O/C=C/I.C=CC",
  "total_charge": 0,
  "elements": ["C", "C", "C", "C", "C", "O", "I", "H", "H", "H", "H", "H", "H", "H", "H", "H"],
  "positions_angstrom": [[-2.697, -2.447, 0.024], [2.261, 0.365, -0.301], [1.637, 2.706, 0.385], [-2.067, -1.274, -0.153], [1.355, 1.346, -0.178], [-2.132, -3.678, -0.135], [-3.400, 0.382, -0.004], [-3.738, -2.600, 0.228], [2.324, -0.673, -0.713], [3.219, 0.569, 0.131], [-1.172, -3.756, -0.094], [0.802, 2.895, 1.103], [2.684, 2.732, 0.977], [1.532, 3.456, -0.380], [-1.001, -1.242, -0.240], [0.392, 1.219, -0.649]]
}


<x>
{
  "formula": "C5H9IO",
  "method": "ωB97M-V/def2-TZVPD",
  "lumo_ev": 0.42,
  "orbital_gap_ha": 0.3416,
  "e_homo_ev": -8.9,
  "smiles": "O/C=C/I.C=CC",
  "total_charge": 0,
  "elements": ["C", "C", "C", "C", "C", "O", "I", "H", "H", "H", "H", "H", "H", "H", "H", "H"],
  "positions_angstrom": [[0.952, 2.314, 1.558], [-0.226, -0.119, -1.437], [1.213, -1.302, 0.134], [1.621, 2.644, 0.485], [0.995, -0.320, -0.968], [-0.408, 2.567, 1.717], [3.584, 2.053, 0.240], [1.080, 1.610, 2.379], [-0.369, 0.525, -2.355], [-1.059, -0.876, -1.420], [-0.527, 3.410, 1.246], [1.193, -0.684, 1.111], [0.432, -2.186, 0.123], [2.155, -1.736, 0.091], [1.144, 3.201, -0.444], [1.821, 0.295, -1.241]]
}


Q: Which of them is the most stable? A: <w>.


<w>
{
  "formula": "C19H20N2O4S",
  "method": "ωB97M-V/def2-TZVPD",
  "lumo_ev": -0.08,
  "orbital_gap_ha": 0.3251,
  "e_homo_ev": -8.9,
  "smiles": "C=CCN(CC=C)C(=O)C(=O)c1ccn(-c2c(C)csc2C(=O)OC)c1",
  "total_charge": 0,
  "elements": ["C", "C", "C", "N", "C", "O", "C", "O", "C", "C", "N", "C", "C", "H", "H", "C", "C", "S", "C", "C", "C", "H", "H", "H", "H", "C", "O", "O", "C", "H", "H", "H", "H", "C", "C", "C", "H", "H", "H", "H", "H", "H", "H", "H", "H", "H"],
  "positions_angstrom": [[2.271, 3.098, -1.264], [3.096, 2.188, -0.787], [2.692, 1.106, 0.173], [3.132, -0.204, -0.270], [2.445, -0.932, -1.172], [2.801, -2.024, -1.575], [1.137, -0.302, -1.658], [1.102, 0.449, -2.610], [-0.026, -0.730, -0.901], [-1.331, -0.333, -1.126], [-2.124, -0.926, -0.208], [-1.353, -1.707, 0.614], [-0.054, -1.603, 0.223], [0.789, -2.098, 0.661], [-1.793, -2.251, 1.426], [-3.508, -0.770, -0.107], [-4.145, 0.449, 0.022], [-5.861, 0.266, 0.046], [-5.709, -1.432, -0.102], [-4.416, -1.862, -0.176], [-4.000, -3.287, -0.331], [-3.100, -3.358, -0.938], [-3.789, -3.733, 0.641], [-4.794, -3.861, -0.800], [-6.591, -2.040, -0.138], [-3.615, 1.805, 0.174], [-4.307, 2.793, 0.153], [-2.287, 1.818, 0.370], [-1.683, 3.096, 0.508], [-0.753, 2.941, 1.051], [-2.343, 3.771, 1.055], [-1.480, 3.518, -0.479], [-1.719, 0.311, -1.888], [4.416, -0.682, 0.216], [4.374, -0.948, 1.688], [5.224, -0.439, 2.560], [5.168, -0.663, 3.611], [6.026, 0.214, 2.254], [3.575, -1.603, 2.011], [5.200, 0.044, -0.022], [4.614, -1.613, -0.326], [3.152, 1.285, 1.152], [1.605, 1.105, 0.299], [4.135, 2.173, -1.086], [2.596, 3.856, -1.954], [1.229, 3.117, -0.988]]
}


<x>
{
  "formula": "C19H20N2O4S",
  "method": "ωB97M-V/def2-TZVPD",
  "lumo_ev": 0.07,
  "orbital_gap_ha": 0.3013,
  "e_homo_ev": -8.1,
  "smiles": "COCCn1c(C)cc(C(=O)COC(=O)c2ccc3ncsc3c2)c1C",
  "total_charge": 0,
  "elements": ["C", "H", "O", "C", "C", "N", "C", "C", "C", "C", "C", "H", "H", "H", "H", "C", "O", "C", "H", "H", "O", "C", "O", "C", "C", "C", "C", "C", "C", "H", "H", "N", "C", "S", "H", "H", "C", "H", "H", "H", "H", "H", "H", "H", "H", "H"],
  "positions_angstrom": [[-0.514, -0.403, -3.341], [-0.122, -1.403, -3.172], [0.303, 0.477, -2.613], [-0.077, 1.826, -2.751], [0.903, 2.710, -1.970], [0.637, 2.726, -0.556], [1.168, 1.881, 0.369], [0.661, 2.246, 1.612], [-0.210, 3.355, 1.388], [-0.220, 3.617, 0.054], [-0.959, 4.671, -0.693], [-0.274, 5.384, -1.154], [-1.594, 5.213, 0.001], [-1.585, 4.245, -1.477], [-0.759, 3.860, 2.155], [0.893, 1.760, 2.958], [0.672, 2.441, 3.939], [1.415, 0.334, 3.159], [2.503, 0.317, 3.013], [1.207, 0.023, 4.189], [0.791, -0.562, 2.249], [0.584, -1.816, 2.666], [0.946, -2.239, 3.736], [-0.139, -2.627, 1.653], [-0.357, -3.967, 1.947], [-1.034, -4.738, 1.023], [-1.501, -4.183, -0.193], [-1.276, -2.835, -0.466], [-0.596, -2.068, 0.452], [-0.409, -1.024, 0.258], [-1.643, -2.422, -1.391], [-2.151, -5.069, -1.001], [-2.201, -6.231, -0.479], [-1.456, -6.423, 1.091], [-2.668, -7.073, -0.951], [0.001, -4.373, 2.880], [2.184, 0.875, -0.038], [3.118, 1.370, -0.313], [2.389, 0.180, 0.764], [1.826, 0.312, -0.899], [0.830, 3.732, -2.348], [1.914, 2.340, -2.148], [-1.102, 1.969, -2.375], [-0.057, 2.112, -3.814], [-1.556, -0.349, -3.001], [-0.484, -0.174, -4.413]]
}


Q: Which of them is the most stable? A: <x>.


<w>
{
  "formula": "C4H10N2O2",
  "method": "ωB97M-V/def2-TZVPD",
  "multiplicity": 2,
  "lumo_ev": [-4.29, -9.46],
  "orbital_gap_ha": [0.3369, 0.1449],
  "e_homo_ev": [-13.5, -13.4],
  "s_squared": 0.755,
  "total_charge": 1,
  "elements": ["C", "C", "O", "N", "H", "H", "H", "H", "H", "C", "C", "O", "N", "H", "H", "H", "H", "H"],
  "positions_angstrom": [[1.917, 0.774, 2.174], [0.659, 1.562, 2.365], [0.395, 2.378, 3.228], [-0.343, 1.312, 1.441], [-1.050, 2.046, 1.473], [-0.254, 0.728, 0.595], [2.386, 0.573, 3.141], [2.694, 1.325, 1.638], [1.826, -0.201, 1.697], [-0.477, -1.258, -2.976], [-1.057, -0.624, -1.776], [-1.241, 0.575, -1.649], [-1.237, -1.398, -0.644], [-1.346, -1.584, -3.559], [0.134, -2.151, -2.837], [-1.911, -1.053, 0.015], [-1.285, -2.384, -0.779], [0.190, -0.620, -3.548]]
}


<x>
{
  "formula": "C4H10N2O2",
  "method": "ωB97M-V/def2-TZVPD",
  "multiplicity": 2,
  "lumo_ev": [-4.26, -9.49],
  "orbital_gap_ha": [0.3539, 0.1602],
  "e_homo_ev": [-13.9, -13.8],
  "s_squared": 0.763,
  "total_charge": 1,
  "elements": ["C", "C", "O", "N", "H", "H", "H", "H", "H", "C", "C", "O", "N", "H", "H", "H", "H", "H"],
  "positions_angstrom": [[-3.159, -0.015, 1.335], [-1.891, 0.192, 0.593], [-1.689, -0.300, -0.511], [-0.929, 0.959, 1.177], [-3.360, -0.814, 2.043], [-3.978, -0.001, 0.626], [-0.210, 1.187, 0.514], [-1.099, 1.542, 1.975], [-3.371, 0.896, 1.915], [1.508, 0.270, -1.929], [2.092, -0.182, -0.622], [3.078, 0.180, -0.035], [1.392, -1.273, -0.053], [1.586, -1.630, 0.883], [0.433, -1.451, -0.372], [1.727, -0.521, -2.649], [1.955, 1.218, -2.211], [0.426, 0.352, -1.828]]
}


Q: Which of them is the most stable? A: <x>.